1.
The following is a quantum chemistry calculation of a molecular structure, C35H35N6O3SV, from the OMol25 dataset.

Geometry as XYZ:
```
81
Properties=species:S:1:pos:R:3
V -0.1426 0.2781 0.4816
C -0.4013 -3.5826 -3.4591
C 0.1932 -2.4887 -2.6377
C 0.8443 -2.7921 -1.4322
C 1.5019 -1.8181 -0.7109
C 2.5129 -2.1956 0.3288
C 1.3343 -0.4493 -1.0982
C 0.7534 -0.1381 -2.3689
C 0.8441 1.2358 -2.9548
C 0.1903 -1.1663 -3.0992
H 0.4017 -4.1522 -3.9353
H -1.0454 -3.1987 -4.2469
H -0.9598 -4.2855 -2.8406
H 0.9437 -3.8321 -1.1410
H 3.4394 -2.4599 -0.1880
H 2.2109 -3.0736 0.9000
H 2.7545 -1.3726 0.9970
H 2.0835 0.2545 -0.7315
H 1.4532 1.1901 -3.8602
H 1.3042 1.9487 -2.2767
H -0.1354 1.6129 -3.2547
H -0.2321 -0.9522 -4.0749
N 2.5315 1.1905 3.5063
C 2.7998 2.3529 2.7912
C 3.5863 3.4594 3.0845
C 3.6275 4.4555 2.1316
C 2.9154 4.3517 0.9267
C 2.1377 3.2503 0.6341
C 2.0812 2.2377 1.5913
N 1.4132 1.0153 1.6164
C 1.7110 0.4357 2.7722
C 1.0884 -0.8405 3.0395
C 1.3009 -1.7932 3.9789
S 0.3258 -3.1595 3.6530
C -0.3273 -2.3811 2.2973
N 0.1423 -1.1727 2.0851
H 2.8986 0.9627 4.4188
H 4.1387 3.5376 4.0112
H 4.2262 5.3371 2.3135
H 2.9865 5.1559 0.2073
H 1.6066 3.1762 -0.3051
H 1.9829 -1.7835 4.8148
H -1.0635 -2.8530 1.6641
C -3.4483 2.7029 1.0895
C -1.9378 2.7755 1.2866
C -1.4981 3.9581 2.1404
O -1.4293 1.5370 1.8179
C -1.2928 2.9081 -0.0842
O -1.3358 3.7478 -0.8904
O -0.5107 1.7077 -0.3414
H -3.9394 2.6256 2.0607
H -3.7221 1.8405 0.4795
H -3.8043 3.6098 0.6037
H -1.9793 3.9030 3.1180
H -1.8040 4.8887 1.6653
H -0.4143 3.9665 2.2657
H -1.7503 1.4171 2.7205
N -6.6257 -2.2721 -1.5349
C -7.8734 -2.7049 -1.1757
C -8.9941 -3.0736 -1.9117
C -10.0935 -3.4674 -1.1847
C -10.0947 -3.4978 0.2276
C -8.9944 -3.1348 0.9585
C -7.8554 -2.7285 0.2437
N -6.6438 -2.3259 0.6995
C -5.9234 -2.0579 -0.3755
C -4.5699 -1.6009 -0.2590
C -3.7283 -1.2662 -1.3301
C -2.4445 -0.8448 -1.0848
N -1.9214 -0.7291 0.1555
C -2.7509 -1.0166 1.1964
C -4.0322 -1.4541 1.0380
H -6.3120 -2.1368 -2.4812
H -9.0072 -3.0515 -2.9928
H -10.9918 -3.7654 -1.7079
H -10.9946 -3.8185 0.7338
H -8.9847 -3.1563 2.0390
H -4.0621 -1.3187 -2.3571
H -1.8056 -0.5705 -1.9072
H -2.3533 -0.8916 2.1917
H -4.6522 -1.6839 1.8928
```

The energy above the lowest of the compared OMol25 structures with the same formula, charge and spin is 4.99 kJ/mol. The frontier orbital gap (alpha / beta) comes out at 0.1433 / 0.1655 hartree. As for the total charge: +3. The total energy comes out at -3250.393377 Ha. Its LUMO energy (alpha / beta) is -0.393 / -0.371 Ha. For the max |F|, the calculation gives 0.71 eV/Å. As for the spin multiplicity: 2.

Charges per atom according to Löwdin partitioning, unit e: 1.1426, -0.0043, -0.2036, 0.0210, -0.2495, -0.0076, -0.1346, -0.2443, -0.0035, 0.0002, 0.1169, 0.0933, 0.0993, 0.1433, 0.1226, 0.0915, 0.0736, 0.1328, 0.1188, 0.0722, 0.1056, 0.1473, 0.2339, -0.1461, 0.0281, -0.0248, -0.0271, -0.0044, -0.1855, 0.0561, -0.2410, -0.2951, -0.2516, 1.2015, -0.4157, -0.0597, 0.1950, 0.1330, 0.1291, 0.1274, 0.0999, 0.1082, 0.1041, 0.0419, -0.4783, 0.0424, -0.0655, -0.3557, 0.2722, -0.1505, 0.1137, 0.0952, 0.1203, 0.1126, 0.1209, 0.0963, 0.1493, 0.1829, -0.1637, 0.0014, -0.0362, -0.0476, 0.0119, -0.2056, 0.1970, -0.2844, -0.0861, 0.0399, -0.0817, -0.0505, -0.1430, 0.0379, 0.1661, 0.1208, 0.1211, 0.1183, 0.1224, 0.1271, 0.1031, 0.1049, 0.1304



2.
The following is a quantum chemistry calculation of 2 unconnected molecules or ions with the total composition C4H5NO, from the OMol25 dataset.

Geometry as XYZ:
```
11
Properties=species:S:1:pos:R:3
C 1.6725 -0.7152 -0.1307
N 1.9018 -1.8127 0.3067
O 1.0601 -2.6463 0.7435
H 2.2260 0.1288 -0.4657
C 0.4853 1.4799 -0.4461
C -0.3992 0.7003 -0.0842
C -1.7039 0.2110 0.2064
H 0.8906 2.3946 -0.7966
H -1.9831 0.2242 1.2569
H -2.4064 0.8272 -0.3605
H -1.7436 -0.7918 -0.2299
```

The energy above the lowest of the compared OMol25 structures with the same formula, charge and spin is 719.93 kJ/mol. The frontier orbital gap (alpha / beta) comes out at 0.3047 / 0.2969 hartree. As for the total charge: 0. The structure (SMILES) is C#[N+][O-].C#CC. The total energy comes out at -285.140380 Ha. Its LUMO energy (alpha / beta) is -0.023 / -0.024 Ha. For the max |F|, the calculation gives 5.73 eV/Å.

Charges per atom according to Löwdin partitioning, unit e: 0.0624, -0.1144, -0.1329, 0.0494, 0.0807, -0.1852, -0.0893, 0.0530, 0.0907, 0.0939, 0.0917



3.
The following is a quantum chemistry calculation of C34H38N4O4 in the gas phase, from the OMol25 dataset.

Geometry as XYZ:
```
80
Properties=species:S:1:pos:R:3
C 5.7424 5.3202 0.5033
C 6.8242 4.6052 -0.2998
C 6.2678 3.5578 -1.2743
C 6.3289 2.1210 -0.7544
C 5.4554 1.8808 0.4836
C 5.5100 0.4154 0.8457
O 6.3670 -0.0248 1.6037
N 4.6004 -0.3995 0.2775
C 3.5269 -0.0067 -0.6108
C 2.8418 -1.3173 -1.0347
C 1.5125 -1.6168 -0.3281
C 0.5869 -1.7405 -1.5126
C -0.8263 -2.0458 -1.4258
C -1.5802 -2.2259 -2.5872
C -2.9227 -2.5309 -2.4959
C -3.5427 -2.6301 -1.2609
C -2.8119 -2.4008 -0.0990
N -3.3996 -2.4673 1.1747
C -4.4732 -1.8037 1.6934
O -4.7607 -1.9554 2.8620
C -5.2192 -0.8367 0.8002
C -4.7038 0.5850 1.0970
C -3.3158 0.7791 0.5266
C -2.2145 0.8998 1.3617
C -0.9509 1.1106 0.8363
C -0.7735 1.1979 -0.5331
C -1.8646 1.0642 -1.3748
C -3.1255 0.8601 -0.8482
C -5.6014 1.6771 0.5601
C -6.4870 1.4867 -0.4914
C -7.2568 2.5372 -0.9632
C -7.1492 3.7934 -0.3952
C -6.2644 3.9952 0.6509
C -5.4984 2.9456 1.1214
C -1.4487 -2.1469 -0.1860
N 1.1790 -1.5231 -2.6217
O 2.4958 -1.2458 -2.4357
C 3.9338 -2.3727 -0.8139
C 4.7118 -1.8530 0.3863
C 4.1347 -2.3750 1.7231
N 4.8547 -1.9872 2.7805
O 3.1477 -3.0783 1.7860
H 6.1922 6.0514 1.1714
H 5.0610 5.8445 -0.1636
H 5.1636 4.6234 1.1029
H 7.5315 4.1280 0.3811
H 7.3784 5.3581 -0.8640
H 6.8443 3.5900 -2.2012
H 5.2349 3.8083 -1.5261
H 7.3612 1.8679 -0.5046
H 6.0123 1.4488 -1.5564
H 5.8657 2.4376 1.3260
H 4.4345 2.2102 0.2956
H 2.8269 0.6683 -0.1086
H 3.9122 0.4892 -1.5085
H 1.5624 -2.5332 0.2596
H 1.1956 -0.8056 0.3290
H -1.0878 -2.1383 -3.5416
H -3.4978 -2.7035 -3.3933
H -4.5829 -2.9119 -1.1982
H -2.8416 -2.9267 1.8857
H -6.2764 -0.8904 1.0658
H -5.0838 -1.0675 -0.2515
H -4.6541 0.6955 2.1864
H -2.3460 0.8329 2.4327
H -0.1075 1.2167 1.5052
H 0.2073 1.3736 -0.9510
H -1.7298 1.1243 -2.4442
H -3.9738 0.7779 -1.5116
H -6.5922 0.5157 -0.9511
H -7.9441 2.3702 -1.7798
H -7.7512 4.6105 -0.7639
H -6.1730 4.9723 1.1021
H -4.8083 3.1077 1.9372
H -0.8832 -2.0109 0.7229
H 3.5167 -3.3593 -0.6225
H 4.5639 -2.4125 -1.7028
H 5.7725 -2.1270 0.3594
H 4.5626 -2.2607 3.7046
H 5.6427 -1.3575 2.6512
```

The energy above the lowest of the compared OMol25 structures with the same formula, charge and spin is 18.37 kJ/mol. The frontier orbital gap comes out at 0.3296 hartree. As for the total charge: 0. The structure (SMILES) is CCCCCC(=O)N1C[C@]2(CC(c3cccc(NC(=O)CC(c4ccccc4)c4ccccc4)c3)=NO2)C[C@@H]1C(N)=O. The total energy comes out at -1838.448071 Ha. Its LUMO energy is 0.015 Ha. For the max |F|, the calculation gives 1.08 eV/Å.

Charges per atom according to Löwdin partitioning, unit e: -0.1130, -0.2593, -0.2138, -0.1914, -0.1020, -0.4412, 0.0379, 0.0218, -0.0412, -0.3733, -0.0194, -0.2289, -0.1701, -0.0253, -0.0613, -0.0301, -0.2380, 0.1444, -0.4714, 0.0696, -0.0558, -0.2141, -0.1925, -0.0284, -0.0896, -0.1011, -0.0673, -0.0201, -0.1919, -0.0452, -0.0800, -0.0935, -0.0792, -0.0277, 0.0374, 0.1360, -0.0537, -0.0204, -0.1548, -0.4822, 0.1923, 0.0528, 0.0697, 0.0731, 0.0568, 0.1065, 0.1018, 0.1071, 0.1103, 0.1227, 0.1081, 0.1203, 0.1112, 0.1287, 0.1359, 0.1172, 0.1125, 0.1113, 0.1070, 0.1176, 0.1594, 0.1380, 0.0870, 0.1485, 0.1193, 0.1028, 0.1012, 0.1125, 0.1206, 0.1076, 0.1023, 0.1000, 0.1024, 0.1185, 0.1244, 0.1325, 0.1355, 0.1625, 0.1188, 0.0733



total charge of number 2 (C4H5NO)?
0



Which of these has the lowest energy above the lowest of the compared OMol25 structures with the same formula, charge and spin?
C35H35N6O3SV



Look up the energy above the lowest of the compared OMol25 structures with the same formula, charge and spin of the second one.
719.93 kJ/mol